Record 1
Formula: C21H57N5O8
Source: OMol25
Level of theory: the ωB97M-V functional and the def2-TZVPD basis

Cartesian coordinates (Å):
O  -2.470  -0.822  -1.500
O  3.642  -0.122  1.959
O  -1.080  6.150  1.070
O  -4.736  -2.303  -2.019
O  -4.410  0.557  -2.755
O  0.075  0.800  2.731
O  1.242  0.752  -0.271
O  -4.653  0.576  1.796
N  -1.080  4.496  2.660
N  -2.943  0.955  3.332
N  -2.540  1.056  1.083
N  3.679  -0.557  0.572
N  -3.004  5.076  1.652
C  0.029  1.006  5.068
C  4.920  1.525  0.276
C  3.376  -2.069  0.471
C  -1.249  -1.411  -1.180
C  -3.480  0.878  2.071
C  -5.634  -2.638  -0.910
C  4.789  -0.319  -1.478
C  0.003  2.370  -1.538
C  4.606  -1.783  -1.762
C  4.911  -0.032  0.029
C  -3.400  -0.315  -4.717
C  6.183  -0.575  0.652
C  1.931  -2.200  1.073
C  -1.643  5.287  1.707
C  -4.390  0.618  -4.176
C  0.706  0.322  3.903
C  1.337  1.929  -1.063
C  -0.511  -1.947  -2.349
C  -7.105  -2.193  -1.226
C  3.361  -2.260  -1.079
C  4.300  -3.087  1.164
H  -0.004  2.078  4.874
H  -5.319  -2.259  0.114
H  0.583  0.633  1.912
H  2.538  -1.750  -1.537
H  -3.421  5.499  0.863
H  5.212  1.609  1.301
H  -2.350  -0.174  -4.426
H  -1.969  0.888  3.457
H  6.983  0.134  0.441
H  4.079  -3.021  2.239
H  0.434  -2.323  -2.003
H  5.361  -3.011  0.968
H  -3.126  -1.519  -1.708
H  -0.470  3.003  -0.771
H  -1.088  -2.821  -2.740
H  0.647  0.914  5.911
H  6.446  -1.594  0.279
H  -2.616  0.562  0.192
H  -1.338  -2.166  -0.371
H  -1.487  3.577  2.798
H  -0.599  -0.641  -0.776
H  -3.474  0.405  -2.400
H  -4.999  -1.404  -2.306
H  1.915  2.717  -0.558
H  3.259  -3.320  -1.275
H  1.459  -3.036  0.584
H  3.989  0.243  -1.846
H  0.514  -0.787  3.878
H  -0.502  -1.172  -3.165
H  -0.515  1.415  -1.794
H  1.823  0.478  3.813
H  3.946  1.973  0.174
H  -3.551  0.571  4.073
H  -4.186  1.619  -4.550
H  1.403  -1.293  0.865
H  4.569  -0.268  2.236
H  6.101  -0.555  1.759
H  2.024  -2.388  2.158
H  -3.371  4.283  2.179
H  -7.186  -2.140  -2.320
H  2.118  0.454  0.070
H  -5.389  0.367  -4.479
H  -0.091  4.434  2.713
H  -5.616  -3.739  -0.875
H  4.505  -1.988  -2.811
H  -7.835  -2.950  -0.904
H  1.947  1.669  -1.924
H  -3.513  -0.301  -5.805
H  5.695  -0.046  -2.031
H  -7.337  -1.241  -0.691
H  -1.565  0.869  1.421
H  0.073  3.084  -2.277
H  3.990  -4.137  0.843
H  5.710  2.008  -0.348
H  -3.637  -1.344  -4.487
H  5.443  -2.426  -1.475
H  -0.974  0.608  5.293

The maximum force is 2.77 eV/Å. The HOMO energy comes out at -0.343 Eh. For the energy above the lowest of the compared OMol25 structures with the same formula, charge and spin, the calculation gives 46.6 kJ/mol. Its HOMO-LUMO gap is 9.6 eV. As for the SMILES: CC1(C)CCCC(C)(C)N1O.NC(N)=O.NC(N)=O.CCO.CCO.CCO.CCO.CCO.

Atomic partial charges in e from the Löwdin method, atoms 1 to 2: atom 1 (O): -0.12, atom 2 (O): -0.04

Record 2
Formula: C21H59N2O17Y
Source: OMol25
Level of theory: the ωB97M-V functional and the def2-TZVPD basis

Cartesian coordinates (Å):
Y  -4.420  3.670  -1.105
O  1.490  -1.309  -4.048
O  -1.123  4.775  -7.429
O  -0.655  -6.677  -0.988
O  -1.811  0.925  -1.734
O  -1.178  4.866  0.580
O  -1.429  -1.153  -1.037
O  1.333  6.156  -7.744
O  -2.804  0.393  -0.033
O  -6.599  -2.944  0.334
O  1.006  -7.786  -2.940
O  -3.994  -4.283  1.722
O  -2.391  0.301  -8.242
O  2.240  1.625  -3.343
O  -1.534  2.484  8.153
O  3.106  -0.688  3.963
O  0.585  6.264  -1.389
O  -0.242  -2.003  -8.015
N  6.535  -0.007  5.527
N  -1.884  0.005  5.217
C  5.496  -2.136  5.273
C  4.150  0.032  4.596
C  5.553  -0.675  4.682
C  0.987  5.932  -0.090
C  -3.754  1.329  5.943
C  -6.321  -3.365  1.707
C  -2.020  0.057  -0.930
C  -1.686  -2.062  -7.866
C  0.268  4.690  0.589
C  -2.232  1.276  5.889
C  -5.361  -4.654  1.781
C  0.831  -6.399  -2.778
C  0.680  -6.095  -1.282
C  3.051  0.634  -3.934
C  3.334  -0.868  2.589
C  -0.573  2.442  9.206
C  0.111  4.404  -6.882
C  -2.219  -0.698  -7.248
C  -1.548  1.283  7.277
C  2.706  -0.819  -3.475
C  1.139  5.478  -6.590
H  5.023  -2.204  6.253
H  0.556  6.706  -7.866
H  2.459  -1.291  2.096
H  4.273  1.062  4.261
H  -5.681  -5.400  1.053
H  -0.901  1.751  9.983
H  1.135  6.992  -1.687
H  3.926  0.207  5.649
H  4.967  -2.871  4.667
H  4.082  -1.586  2.252
H  3.506  -1.508  -3.745
H  1.387  1.205  -3.218
H  -1.977  -1.588  -0.379
H  -5.435  -5.163  2.742
H  -1.463  5.296  1.390
H  -0.523  0.945  7.130
H  -4.048  1.191  4.903
H  -7.306  -3.571  2.126
H  1.491  -6.508  -0.682
H  1.708  -5.864  -3.143
H  -3.173  -0.912  -6.767
H  2.975  0.746  -5.015
H  4.082  0.917  -3.717
H  6.625  0.980  5.331
H  -6.878  -2.028  0.264
H  6.028  -0.650  3.701
H  0.700  4.664  1.589
H  -0.591  -7.532  -1.419
H  -0.037  3.870  -5.943
H  -4.135  0.523  6.570
H  0.904  -1.309  -3.288
H  -2.436  0.003  4.371
H  1.825  -8.005  -3.390
H  0.024  -1.722  -7.137
H  -0.672  3.441  9.630
H  -2.169  -2.319  -8.809
H  0.640  -5.007  -1.216
H  -1.866  -2.821  -7.105
H  0.028  -6.054  -3.429
H  -1.859  2.224  5.503
H  0.736  6.126  -5.812
H  2.074  5.850  -0.081
H  0.403  2.225  8.773
H  0.534  3.575  -7.450
H  -3.570  -4.903  1.124
H  2.095  5.001  -6.377
H  2.583  -0.902  -2.395
H  -1.621  -0.406  -6.385
H  0.594  3.772  0.100
H  3.462  0.078  2.063
H  6.161  0.140  6.453
H  -1.936  0.452  7.867
H  -1.416  3.940  -7.801
H  -5.896  -2.585  2.338
H  -4.136  2.274  6.327
H  -2.513  -0.129  -9.092
H  -0.912  0.050  4.948
H  0.842  6.776  0.584
H  6.500  -2.541  5.401

The maximum force is 4.87 eV/Å. The HOMO energy comes out at -0.472 Eh. Its HOMO-LUMO gap is 1.4 eV. Its net charge is +2.

Atomic partial charges in e from the Löwdin method, atoms 1 to 2: atom 1 (Y): 1.77, atom 2 (O): -0.07

Question: The lowest maximum force belongs to which entry?
Answer: C21H57N5O8